Record 1
# C3H10BORb

C3H10BORb as an isolated structure (wB97M-V/def2-TZVPD, OMol25).

HOMO energy	-8.41	eV
orbital gap	7.83	eV
M	158.392	g mol⁻¹
relative energy (zero: lowest compared OMol25 entry of this formula, charge and spin)	1.6	kcal per mole
lowest unoccupied orbital energy	-0.6	eV
max |F|	4.69	eV Å⁻¹

The geometry in XYZ format:
```
16
C3H10BORb wB97M-V/def2-TZVPD
Rb 17.866 -29.774 11.754
O 17.702 -32.674 11.133
C 18.572 -33.572 11.364
C 19.951 -33.559 10.765
C 18.333 -34.704 12.285
B 20.269 -30.769 13.631
H 20.058 -29.894 13.035
H 19.029 -34.745 13.123
H 19.639 -31.556 13.248
H 19.966 -32.587 10.273
H 20.231 -30.561 14.690
H 20.793 -33.474 11.451
H 17.401 -34.514 12.817
H 18.194 -35.640 11.744
H 21.282 -31.009 13.348
H 20.028 -34.300 9.969
```

Results of the Mulliken charge analysis, in e, for atoms 1 through 5: number 1, Rb, carries 0.7960; number 2, O, carries -0.6320; number 3, C, carries 0.8632; number 4, C, carries -0.9989; number 5, C, carries -1.1690

Record 2
# C3H10Cl3N2O2Ru

C3H10Cl3N2O2Ru as an isolated structure (wB97M-V/def2-TZVPD, OMol25).

HOMO energy (spin up / spin down)	-12.97 / -12.97	eV
orbital gap (spin up / spin down)	8.09 / 6.80	eV
multiplicity	5
M	313.554	g mol⁻¹
net charge	+1
relative energy (zero: lowest compared OMol25 entry of this formula, charge and spin)	17.0	kcal per mole
lowest unoccupied orbital energy (spin up / spin down)	-4.9 / -6.2	eV
max |F|	3.92	eV Å⁻¹

The geometry in XYZ format:
```
21
C3H10Cl3N2O2Ru wB97M-V/def2-TZVPD
Ru 2.120 0.197 0.095
Cl -1.961 2.532 2.742
Cl -2.826 3.670 0.274
Cl -0.186 4.267 1.211
O -1.214 1.470 -0.726
O 0.314 1.155 0.963
N 2.229 -1.862 -0.121
N 1.634 0.681 -1.845
C -1.399 2.956 1.105
C -1.886 -2.463 0.647
C -0.700 1.711 0.367
H 1.986 -2.167 -1.072
H 1.626 -2.445 0.478
H 3.174 -2.244 0.024
H -1.723 -3.442 1.185
H -1.014 -1.805 0.764
H -2.799 -1.879 0.949
H -1.957 -2.654 -0.437
H 2.013 -0.004 -2.534
H 0.585 0.702 -1.937
H 1.984 1.622 -2.131
```

Results of the Mulliken charge analysis, in e, for atoms 1 through 5: number 1, Ru, carries 1.1000; number 2, Cl, carries -0.1147; number 3, Cl, carries -0.0864; number 4, Cl, carries -0.1378; number 5, O, carries -0.5764

Record 3
# C3H10ClO6S

A 3-piece molecular cluster, C3H10ClO6S overall (wB97M-V/def2-TZVPD, OMol25).

HOMO energy	-5.84	eV
orbital gap	8.80	eV
M	209.627	g mol⁻¹
net charge	-1
lowest unoccupied orbital energy	3.0	eV
max |F|	4.80	eV Å⁻¹

The geometry in XYZ format:
```
21
C3H10ClO6S wB97M-V/def2-TZVPD
Cl -0.887 1.292 -0.076
S 3.731 -2.003 1.389
O -5.133 0.521 -0.814
O 0.227 1.186 0.752
O 4.588 -3.214 1.082
O -1.271 2.657 -0.022
O -0.664 0.839 -1.394
O -1.834 0.502 0.592
C 2.081 -2.176 0.441
C -4.908 1.874 -0.706
C 4.355 -0.589 0.328
H 2.274 -2.547 -0.566
H 1.513 -1.246 0.405
H 1.418 -2.941 0.845
H 5.322 -0.152 0.576
H -4.437 2.041 0.263
H 4.276 -0.942 -0.701
H 3.651 0.215 0.542
H -4.177 2.180 -1.454
H -4.348 -0.028 -0.749
H -5.779 2.529 -0.731
```

Results of the Mulliken charge analysis, in e, for atoms 1 through 5: number 1, Cl, carries 1.7145; number 2, S, carries 0.4660; number 3, O, carries -0.5583; number 4, O, carries -0.6935; number 5, O, carries -0.6268

Record 4
# C3H10CsO2

C3H10CsO2 as an isolated structure (wB97M-V/def2-TZVPD, OMol25).

HOMO energy	-12.51	eV
orbital gap	8.58	eV
M	211.016	g mol⁻¹
net charge	+1
relative energy (zero: lowest compared OMol25 entry of this formula, charge and spin)	29.0	kcal per mole
lowest unoccupied orbital energy	-3.9	eV
max |F|	2.51	eV Å⁻¹

The geometry in XYZ format:
```
16
C3H10CsO2 wB97M-V/def2-TZVPD
Cs -2.055 -1.415 -3.328
O 1.853 1.095 -0.963
O -4.291 -1.453 1.727
C 3.238 1.104 -0.925
C 3.790 0.661 -2.327
C -4.443 -1.211 3.124
H -5.271 -1.824 3.480
H -5.024 -1.137 1.193
H 3.381 2.139 -0.612
H -3.529 -1.460 3.663
H 3.573 0.409 -0.155
H 3.576 -0.368 -2.613
H 1.590 1.483 -0.125
H 4.865 0.842 -2.330
H -4.535 -0.134 3.265
H 3.282 1.270 -3.075
```

Results of the Mulliken charge analysis, in e, for atoms 1 through 5: number 1, Cs, carries 0.9995; number 2, O, carries -0.5349; number 3, O, carries -0.5171; number 4, C, carries -0.2063; number 5, C, carries -0.9740

Record 5
# C3H10FNP

C3H10FNP as an isolated structure (wB97M-V/def2-TZVPD, OMol25).

HOMO energy	-13.86	eV
orbital gap	9.62	eV
M	110.092	g mol⁻¹
net charge	+1
relative energy (zero: lowest compared OMol25 entry of this formula, charge and spin)	43.8	kcal per mole
lowest unoccupied orbital energy	-4.2	eV
max |F|	5.36	eV Å⁻¹

The geometry in XYZ format:
```
16
C3H10FNP wB97M-V/def2-TZVPD
P 0.268 -0.009 -0.303
F 0.079 0.561 -1.744
N -2.211 0.730 -0.394
C 0.008 -1.780 -0.318
C -1.164 0.810 0.631
C 2.485 0.724 0.058
H -1.099 1.780 0.894
H -2.732 -0.067 -0.535
H -1.150 -1.884 -0.654
H -1.231 0.097 1.381
H -2.951 1.395 -0.407
H 0.771 -2.325 -1.026
H 2.387 1.447 0.782
H 2.758 1.068 -0.892
H -0.071 -2.308 0.705
H 3.064 -0.064 0.313
```

Results of the Mulliken charge analysis, in e, for atoms 1 through 5: number 1, P, carries 0.8229; number 2, F, carries -0.2677; number 3, N, carries -0.4335; number 4, C, carries -0.9282; number 5, C, carries -0.5051

Record 6
# C3H10IN3

An isolated ion of composition C3H10IN3 and charge +2 (wB97M-V/def2-TZVPD, OMol25).

HOMO energy	-17.59	eV
orbital gap	8.67	eV
M	215.038	g mol⁻¹
net charge	+2
relative energy (zero: lowest compared OMol25 entry of this formula, charge and spin)	0.0	kcal per mole
lowest unoccupied orbital energy	-8.9	eV
max |F|	4.69	eV Å⁻¹

The geometry in XYZ format:
```
17
C3H10IN3 wB97M-V/def2-TZVPD
I 3.254 0.480 -1.141
N 1.466 0.052 0.013
N 0.199 -1.004 -1.710
N -1.895 0.396 -0.008
C 0.379 -0.642 -0.437
C 1.440 0.899 1.238
C -0.949 -0.694 0.375
H -1.791 1.301 0.674
H 1.115 -0.957 -2.321
H -0.521 -1.672 -2.033
H 0.820 0.447 1.985
H 2.331 1.076 1.754
H -1.795 0.671 -1.028
H -2.817 0.094 0.075
H -1.454 -1.616 0.017
H 0.975 1.911 1.007
H -0.757 -0.742 1.540
```

Results of the Mulliken charge analysis, in e, for atoms 1 through 5: number 1, I, carries 0.4414; number 2, N, carries -0.4593; number 3, N, carries -0.4006; number 4, N, carries -0.2729; number 5, C, carries 1.0685

Record 7
# C3H10N

An isolated ion of composition C3H10N and charge +1 (wB97M-V/def2-TZVPD, OMol25).

HOMO energy	-15.81	eV
orbital gap	11.94	eV
M	60.120	g mol⁻¹
net charge	+1
relative energy (zero: lowest compared OMol25 entry of this formula, charge and spin)	9.9	kcal per mole
lowest unoccupied orbital energy	-3.9	eV
max |F|	2.23	eV Å⁻¹

The geometry in XYZ format:
```
14
C3H10N wB97M-V/def2-TZVPD
N -0.421 -1.778 0.359
C 0.245 0.412 -0.618
C -0.135 -0.313 0.652
C 0.380 1.921 -0.468
H 1.407 2.157 -0.171
H 0.728 -0.320 1.321
H 0.335 -2.347 0.733
H -0.970 0.165 1.156
H -1.306 -2.072 0.772
H -0.463 -1.917 -0.653
H -0.508 0.189 -1.386
H 0.253 2.455 -1.371
H -0.172 2.335 0.377
H 1.152 0.029 -1.095
```

Results of the Mulliken charge analysis, in e, for atoms 1 through 5: number 1, N, carries -0.2753; number 2, C, carries -0.5260; number 3, C, carries -0.4466; number 4, C, carries -1.2750; number 5, H, carries 0.3371

Record 8
# C3H10N

A 2-piece molecular cluster, C3H10N overall (wB97M-V/def2-TZVPD, OMol25).

HOMO energy	-13.25	eV
orbital gap	8.73	eV
M	60.120	g mol⁻¹
net charge	+1
relative energy (zero: lowest compared OMol25 entry of this formula, charge and spin)	53.5	kcal per mole
lowest unoccupied orbital energy	-4.5	eV
max |F|	6.56	eV Å⁻¹

The geometry in XYZ format:
```
14
C3H10N wB97M-V/def2-TZVPD
N 1.521 1.825 0.907
C -0.683 -0.774 0.024
C 0.391 -1.539 -0.336
C -1.677 -0.279 -0.846
H 1.212 -1.732 0.344
H 1.510 2.824 0.387
H -2.592 0.145 -0.168
H -1.383 0.453 -1.556
H 2.463 1.623 1.399
H 1.446 1.119 0.123
H 0.541 -1.959 -1.275
H -0.605 -0.392 1.109
H -2.256 -1.151 -1.335
H 0.825 1.843 1.568
```

Results of the Mulliken charge analysis, in e, for atoms 1 through 5: number 1, N, carries -0.5721; number 2, C, carries 0.0248; number 3, C, carries -0.9062; number 4, C, carries -0.8943; number 5, H, carries 0.3303

Record 9
# C3H10N2

A 2-piece molecular cluster, C3H10N2 overall (wB97M-V/def2-TZVPD, OMol25).

HOMO energy (spin up / spin down)	0.74 / -3.43	eV
orbital gap (spin up / spin down)	3.32 / 7.45	eV
multiplicity	2
M	74.127	g mol⁻¹
net charge	-1
relative energy (zero: lowest compared OMol25 entry of this formula, charge and spin)	34.6	kcal per mole
lowest unoccupied orbital energy (spin up / spin down)	4.1 / 4.0	eV
max |F|	1.33	eV Å⁻¹

The geometry in XYZ format:
```
15
C3H10N2 wB97M-V/def2-TZVPD
N -0.942 0.125 -0.368
N 2.464 0.202 -0.182
C -1.669 1.285 -0.769
C 1.992 -0.733 0.715
C -1.509 -0.853 0.534
H -2.063 1.842 0.093
H -0.943 -1.014 1.447
H 1.106 -0.486 1.288
H -1.536 -1.847 0.092
H 2.613 -1.587 1.000
H 0.031 0.064 -0.633
H 3.346 -0.131 -0.556
H -0.964 1.966 -1.257
H -2.527 1.057 -1.410
H -2.535 -0.492 0.650
```

Results of the Mulliken charge analysis, in e, for atoms 1 through 5: number 1, N, carries -0.2350; number 2, N, carries -0.7020; number 3, C, carries -1.0615; number 4, C, carries -0.6662; number 5, C, carries -0.7938

Record 10
# C3H10N2

C3H10N2 as an isolated structure (wB97M-V/def2-TZVPD, OMol25).

HOMO energy	-8.45	eV
orbital gap	9.19	eV
M	74.127	g mol⁻¹
relative energy (zero: lowest compared OMol25 entry of this formula, charge and spin)	130.9	kcal per mole
lowest unoccupied orbital energy	0.7	eV
max |F|	5.52	eV Å⁻¹

The geometry in XYZ format:
```
15
C3H10N2 wB97M-V/def2-TZVPD
N 1.345 0.612 0.788
N -0.367 -1.539 0.794
C -0.679 0.629 -0.458
C -0.790 -0.863 -0.841
C 0.649 1.299 -0.314
H -0.432 -1.038 -1.802
H 1.311 1.086 1.708
H 1.246 1.061 -1.172
H -1.170 0.729 0.466
H 0.687 -0.327 0.962
H -0.920 -2.411 0.797
H -1.384 1.212 -1.063
H -1.785 -1.276 -0.754
H 0.082 -1.325 -0.324
H 0.439 2.386 -0.215
```

Results of the Mulliken charge analysis, in e, for atoms 1 through 5: number 1, N, carries -0.7782; number 2, N, carries -0.6632; number 3, C, carries -0.8876; number 4, C, carries -0.6307; number 5, C, carries -0.2826